{
  "formula": "C43H48AuNO2P2Te2",
  "method": "wB97M-V/def2-TZVPD",
  "elements": ["Au", "C", "P", "C", "C", "C", "P", "C", "C", "H", "H", "H", "H", "H", "H", "H", "H", "H", "H", "H", "H", "H", "H", "H", "H", "C", "C", "C", "C", "C", "O", "C", "C", "C", "C", "C", "C", "C", "O", "C", "C", "C", "N", "C", "C", "Te", "C", "C", "C", "C", "C", "C", "C", "C", "C", "C", "C", "C", "H", "H", "H", "H", "H", "H", "H", "H", "H", "H", "H", "H", "H", "H", "H", "H", "H", "H", "H", "H", "H", "H", "H", "H", "C", "Te", "C", "C", "C", "C", "C", "C", "C", "H", "H", "H", "H", "H", "H", "H", "H"],
  "coordinates": [[1.7823, 0.1859, -1.2802], [3.0953, 3.8200, -0.9317], [3.2100, 2.2542, 0.0028], [3.6978, 2.8435, 1.6705], [4.8048, 1.5564, -0.6121], [4.9185, 0.0694, -0.2522], [3.7183, -0.9787, -1.1584], [3.7551, -2.5559, -0.2716], [4.5236, -1.3146, -2.7454], [4.0094, 4.4116, -0.8532], [2.2655, 4.4218, -0.5569], [2.9082, 3.6019, -1.9843], [4.4304, 3.6517, 1.6196], [4.1377, 2.0209, 2.2385], [2.8228, 3.1984, 2.2180], [5.6471, 2.1199, -0.2058], [4.8337, 1.6903, -1.6971], [4.7321, -0.0806, 0.8160], [5.9210, -0.3161, -0.4527], [4.7847, -2.9009, -0.1640], [3.1876, -3.3057, -0.8215], [3.3126, -2.4400, 0.7173], [5.5257, -1.7173, -2.5914], [4.5848, -0.3975, -3.3296], [3.9321, -2.0341, -3.3109], [-0.6216, 4.7465, 3.2328], [-0.4999, 3.4529, 2.4756], [-0.5455, 2.2340, 3.1189], [-0.5094, 1.0399, 2.3829], [-0.5855, -0.2491, 3.0746], [-1.4999, -1.1148, 2.7864], [0.3379, -0.5998, 4.1201], [0.0585, -1.6822, 4.9731], [0.9595, -2.0233, 5.9586], [2.1431, -1.2993, 6.0899], [2.4325, -0.2332, 5.2455], [1.5302, 0.1275, 4.2636], [-0.3569, 1.0320, 0.9764], [-0.3591, -0.1166, 0.3508], [-0.3108, 2.2940, 0.3163], [-0.3985, 3.4484, 1.0759], [-0.3978, 2.3836, -1.1677], [0.1661, 1.5081, -1.9130], [-0.2635, 1.2915, -3.3170], [-1.6743, 0.7268, -3.2889], [-2.3353, -0.1202, -5.1394], [-2.1130, -2.0555, -4.3413], [-3.2250, -2.7660, -3.8945], [-3.0723, -4.0341, -3.3465], [-1.8095, -4.5985, -3.2359], [-0.6964, -3.8950, -3.6783], [-0.8481, -2.6321, -4.2357], [-1.2295, 3.4986, -1.7029], [-2.5338, 3.7004, -1.2547], [-3.2961, 4.7328, -1.7756], [-2.7513, 5.5893, -2.7245], [-1.4428, 5.4138, -3.1508], [-0.6848, 4.3676, -2.6450], [-0.2500, 4.6461, 4.2518], [-1.6636, 5.0673, 3.2915], [-0.0646, 5.5435, 2.7411], [-0.6322, 2.1996, 4.1996], [-0.8675, -2.2297, 4.8632], [0.7447, -2.8433, 6.6297], [2.8451, -1.5696, 6.8685], [3.3543, 0.3188, 5.3689], [1.7437, 0.9551, 3.5999], [-0.3974, 4.4045, 0.5634], [0.4171, 0.5509, -3.7301], [-0.1821, 2.1796, -3.9411], [-2.4018, 1.4648, -2.9584], [-1.7054, -0.1240, -2.6067], [-4.2136, -2.3326, -3.9818], [-3.9431, -4.5875, -3.0170], [-1.6946, -5.5940, -2.8263], [0.2879, -4.3424, -3.6153], [0.0187, -2.0992, -4.6079], [-2.9563, 3.0438, -0.5023], [-4.3145, 4.8758, -1.4393], [-3.3451, 6.4010, -3.1237], [-1.0099, 6.0911, -3.8748], [0.3396, 4.2334, -2.9718], [-4.1877, -2.1487, 1.2741], [-2.4589, -0.9558, 1.0149], [-1.5022, -2.7471, 0.4839], [-2.4776, -3.8740, 0.6982], [-2.0820, -5.1961, 0.5109], [-2.9865, -6.2234, 0.7115], [-4.2926, -5.9395, 1.0956], [-4.6933, -4.6281, 1.2795], [-3.7856, -3.5901, 1.0865], [-4.9061, -1.7818, 0.5336], [-4.6098, -1.9230, 2.2589], [-0.6114, -2.7910, 1.1115], [-1.1768, -2.6019, -0.5502], [-1.0650, -5.4209, 0.2123], [-2.6751, -7.2497, 0.5698], [-4.9977, -6.7448, 1.2517], [-5.7096, -4.4091, 1.5832]],
  "forces_ev_per_a": [[-0.03, 0.15, -0.07], [0.09, 0.06, -0.02], [-0.12, 0.03, 0.15], [0.10, 0.06, 0.06], [-0.05, -0.01, -0.04], [0.04, -0.04, 0.01], [-0.08, 0.09, -0.06], [0.07, -0.07, 0.01], [0.02, -0.07, 0.00], [0.00, 0.00, -0.01], [-0.02, -0.04, 0.02], [-0.01, -0.01, 0.00], [0.01, -0.01, 0.00], [-0.03, -0.02, -0.02], [-0.03, 0.01, -0.05], [0.02, -0.03, 0.02], [-0.01, -0.01, -0.01], [-0.01, 0.00, 0.00], [0.02, 0.02, 0.01], [0.00, -0.03, 0.01], [-0.01, 0.02, -0.02], [0.00, 0.03, -0.01], [0.00, 0.00, -0.01], [0.02, 0.01, 0.01], [-0.02, 0.01, 0.01], [-0.01, 0.03, 0.00], [0.00, 0.00, 0.01], [0.26, 0.18, 0.00], [-0.04, -0.29, 0.10], [0.30, 0.82, 0.12], [-0.33, -0.37, -0.06], [-0.34, -0.01, 0.02], [0.08, -0.05, 0.04], [-0.04, 0.02, -0.05], [0.01, -0.03, 0.06], [-0.05, 0.04, 0.01], [0.09, 0.02, 0.08], [-0.14, -0.08, -0.30], [-0.06, 0.04, 0.31], [-0.07, 0.01, -0.09], [0.08, 0.01, 0.14], [-0.04, 0.07, 0.25], [0.05, -0.36, 0.03], [0.15, -0.04, 0.04], [-0.08, -0.01, 0.01], [-0.02, 0.02, -0.07], [0.05, -0.22, -0.04], [-0.01, 0.03, 0.03], [-0.02, -0.01, 0.06], [0.03, 0.01, 0.02], [-0.02, -0.01, 0.04], [0.00, 0.05, -0.01], [0.05, -0.04, -0.08], [-0.01, -0.01, 0.01], [-0.01, 0.02, -0.02], [-0.01, 0.02, 0.00], [0.02, -0.02, 0.02], [-0.01, 0.01, -0.03], [0.00, 0.01, -0.01], [0.01, -0.01, -0.01], [0.02, -0.01, 0.02], [-0.03, -0.03, -0.01], [0.00, 0.01, 0.00], [0.02, 0.01, 0.00], [0.01, 0.00, -0.02], [0.00, -0.01, -0.02], [0.00, -0.05, -0.02], [-0.02, -0.01, -0.01], [-0.02, 0.02, -0.06], [-0.11, 0.10, 0.10], [0.04, 0.06, -0.02], [0.01, 0.06, 0.07], [0.00, -0.01, -0.03], [0.00, 0.01, -0.01], [-0.01, 0.00, 0.00], [0.00, 0.01, -0.01], [-0.01, -0.02, -0.01], [0.02, -0.01, -0.01], [0.01, 0.00, 0.00], [0.01, -0.01, 0.00], [-0.01, 0.00, 0.00], [-0.01, 0.00, 0.00], [0.15, -0.21, 0.92], [0.26, 0.24, -0.86], [-0.13, -0.03, -0.42], [0.00, 0.02, -0.04], [0.01, 0.02, 0.01], [-0.01, -0.01, -0.01], [-0.01, -0.02, -0.03], [0.03, -0.01, 0.04], [0.00, 0.03, -0.01], [0.13, 0.11, -0.08], [-0.16, -0.20, -0.05], [-0.04, 0.07, -0.02], [-0.01, -0.20, -0.05], [-0.01, 0.02, -0.01], [-0.01, 0.01, 0.01], [0.00, 0.01, 0.00], [0.01, 0.01, -0.01]],
  "mulliken_charge": [0.23, -1.47, 1.02, -1.42, -1.13, -1.08, 0.63, -1.32, -1.34, 0.56, 0.35, 0.27, 0.48, 0.34, 0.25, 0.48, 0.36, 0.36, 0.63, 0.42, 0.39, 0.35, 0.44, 0.37, 0.40, -1.78, 0.07, -0.46, -0.36, 1.55, -0.93, 0.51, -0.39, -0.86, -0.39, -0.89, -0.20, 0.28, -1.11, -0.37, -0.61, 1.95, -0.01, -0.72, -0.43, 0.35, -0.46, -0.30, -0.51, -0.43, -0.67, -0.07, -0.31, 0.20, -0.90, -0.61, -0.93, -0.31, 0.43, 0.34, 0.42, 0.59, 0.54, 0.45, 0.43, 0.47, 0.40, 0.52, 0.50, 0.34, 0.47, -0.16, 0.44, 0.45, 0.49, 0.44, 0.44, 0.49, 0.46, 0.43, 0.46, 0.45, -1.31, 0.90, -0.82, 0.58, -0.62, -0.74, -0.65, -0.91, 0.75, 0.54, 0.58, 0.56, 0.44, 0.52, 0.46, 0.45, 0.52],
  "charge": 2,
  "relative_energy_ev": 0.842,
  "e_lumo_ha": -0.23781,
  "e_homo_ev": -11.925,
  "gap_ev": 5.5
}

***

{
  "formula": "C43H48CdN2O3P2",
  "method": "wB97M-V/def2-TZVPD",
  "elements": ["Cd", "C", "C", "C", "C", "C", "C", "C", "C", "C", "H", "H", "H", "H", "H", "H", "H", "H", "H", "H", "H", "H", "H", "H", "H", "P", "P", "C", "C", "C", "C", "C", "C", "C", "C", "C", "C", "C", "C", "C", "C", "C", "C", "C", "C", "C", "C", "C", "C", "C", "C", "C", "C", "H", "H", "H", "H", "H", "H", "H", "H", "H", "H", "H", "H", "H", "H", "H", "H", "H", "H", "H", "H", "H", "H", "C", "C", "C", "C", "C", "C", "O", "N", "C", "O", "N", "C", "O", "H", "H", "H", "H", "H", "H", "H", "H", "H", "H", "H"],
  "coordinates": [[-0.0752, -0.6305, 0.6589], [3.8159, 1.6313, -1.9356], [2.7713, 2.4340, -2.1283], [2.4009, 2.9683, -3.4879], [2.3876, 1.9398, -4.6565], [2.0070, 0.5248, -4.3095], [2.9061, -0.3619, -3.8370], [4.3667, -0.0598, -3.7790], [4.7258, 1.2562, -3.0718], [-1.1740, -2.5190, 0.8166], [4.1497, 1.3301, -0.9426], [2.2550, 2.9385, -1.2920], [3.1322, 3.7454, -3.7798], [1.4203, 3.4680, -3.4425], [1.6824, 2.3068, -5.4126], [3.3712, 1.9642, -5.1460], [1.0243, 0.2186, -4.6714], [2.6736, -1.3903, -3.6508], [4.7939, -0.0163, -4.7945], [4.8570, -0.8966, -3.2656], [5.7525, 1.1606, -2.7091], [4.7409, 2.0607, -3.8187], [-0.6983, -2.9751, 1.6873], [-1.3732, -3.2725, 0.0570], [-2.1342, -2.1059, 1.1241], [0.7168, 1.5259, -0.0805], [-0.4734, -1.6233, -1.8214], [0.2211, 1.2112, -1.7675], [-0.1672, 0.0416, -2.4066], [-0.0886, 3.0326, 0.4947], [-0.2777, 4.1181, -0.3820], [-1.0221, 5.2206, 0.0393], [-1.5686, 5.2446, 1.3282], [-1.3416, 4.1891, 2.2227], [-0.5724, 3.1032, 1.8221], [2.3423, 1.3536, 0.7627], [3.0318, 0.1078, 0.8283], [4.2524, 0.0315, 1.4944], [4.7859, 1.1545, 2.1311], [4.1029, 2.3710, 2.0944], [2.8835, 2.4723, 1.4283], [-2.0592, -2.1060, -2.5594], [-3.2012, -1.3448, -2.2381], [-4.4132, -1.5953, -2.8689], [-4.5159, -2.6327, -3.8026], [-3.4092, -3.4485, -4.0607], [-2.1837, -3.2037, -3.4378], [0.7797, -2.9314, -2.0538], [1.1282, -3.7497, -0.9564], [2.0899, -4.7443, -1.0864], [2.7812, -4.8895, -2.2939], [2.4577, -4.0808, -3.3862], [1.4023, -3.1650, -3.2943], [0.0789, 2.1444, -2.3329], [-0.5105, 0.1646, -3.4427], [0.1708, 4.1008, -1.3777], [-1.1734, 6.0555, -0.6499], [-2.1800, 6.0919, 1.6369], [-1.7583, 4.2123, 3.2343], [-0.3415, 2.3001, 2.5270], [2.6232, -0.7826, 0.3306], [4.7833, -0.9208, 1.5250], [5.7244, 1.0735, 2.6771], [4.5052, 3.2493, 2.5974], [2.3383, 3.4208, 1.4241], [-3.1273, -0.5531, -1.4870], [-5.2785, -0.9776, -2.6313], [-5.4600, -2.8099, -4.3154], [-3.5011, -4.2845, -4.7577], [-1.3259, -3.8513, -3.6309], [0.6195, -3.6062, -0.0039], [2.3038, -5.3962, -0.2373], [3.5743, -5.6333, -2.3758], [3.0300, -4.1556, -4.3140], [1.1120, -2.5708, -4.1673], [-3.4523, 0.3442, 6.8721], [-2.4464, 0.3885, 5.7436], [-2.9502, -0.1948, 4.3998], [-3.5888, -1.6028, 4.6107], [-2.7153, -2.5589, 5.3939], [-4.0361, 0.7117, 3.7612], [-4.9449, 1.2305, 4.3961], [-3.9811, 0.8796, 2.3836], [-2.9363, 0.5275, 1.5144], [-3.0249, 0.7452, 0.3047], [-1.8352, -0.0050, 2.1203], [-1.7232, -0.2906, 3.4425], [-0.6160, -0.6482, 3.8722], [-4.4182, 0.7165, 6.5240], [-3.1049, 0.9833, 7.6862], [-3.5770, -0.6651, 7.2742], [-2.1370, 1.4263, 5.5524], [-1.5397, -0.1511, 6.0482], [-4.5288, -1.4238, 5.1489], [-3.8563, -2.0131, 3.6251], [-2.8700, -2.4228, 6.4651], [-2.9730, -3.5907, 5.1544], [-1.6552, -2.4095, 5.1712], [-4.7573, 1.3699, 1.9444]],
  "forces_ev_per_a": [[-1.83, -0.95, 1.11], [0.47, 0.48, 0.08], [0.48, 0.93, 0.06], [-0.06, 0.14, -0.32], [-0.18, 0.20, -0.40], [0.99, -0.78, -0.49], [-0.58, 0.99, -1.32], [0.44, -0.09, 0.50], [0.30, -0.01, -0.19], [0.21, -0.38, 1.55], [-0.27, 0.18, -0.28], [0.44, -0.51, -0.45], [-0.32, -0.10, 0.20], [0.30, -0.12, 0.04], [0.11, 0.01, 0.12], [-0.30, -0.16, 0.07], [0.21, -0.08, 0.60], [-0.34, -0.05, 0.01], [-0.17, -0.17, 0.17], [0.04, 0.17, -0.09], [-0.05, 0.12, 0.10], [0.09, -0.13, 0.37], [-0.47, -0.54, 0.26], [0.34, 0.08, -0.21], [-0.02, -0.14, 0.03], [-0.61, -1.82, 1.30], [-0.18, 0.38, 0.39], [-0.30, -0.53, -1.48], [0.54, 1.44, -0.42], [-0.03, 0.64, 0.07], [-0.07, -0.30, 0.50], [0.02, -0.07, 0.16], [0.03, -0.17, -0.15], [0.15, 0.24, -0.20], [0.17, -0.20, -0.48], [0.92, 0.22, -0.02], [-0.41, 0.83, -0.06], [-0.23, -0.04, -0.02], [-0.14, 0.16, -0.06], [-0.03, -0.25, 0.11], [-0.21, -0.43, -0.42], [0.02, -0.36, -0.71], [0.52, 0.12, 0.05], [0.01, -0.30, -0.26], [0.24, 0.10, 0.21], [-0.02, -0.05, 0.09], [-0.24, 0.43, 0.17], [0.20, -0.22, -0.52], [-0.23, 0.33, -0.13], [0.11, 0.02, -0.31], [-0.10, 0.15, 0.11], [-0.24, -0.06, 0.00], [0.24, 0.03, 0.35], [0.08, -0.61, -0.02], [-0.29, 0.50, 0.58], [-0.27, 0.03, 0.23], [0.01, -0.25, 0.31], [0.16, -0.19, -0.06], [0.17, 0.05, -0.40], [-0.23, 0.12, -0.30], [0.18, 0.36, 0.15], [-0.15, 0.26, 0.03], [-0.18, 0.03, -0.17], [-0.05, -0.24, -0.09], [0.25, -0.30, -0.07], [0.01, -0.18, -0.25], [0.19, -0.17, -0.05], [0.21, -0.02, 0.12], [0.03, 0.26, 0.21], [-0.24, 0.23, -0.02], [0.25, -0.02, -0.31], [0.01, 0.22, -0.27], [-0.19, 0.20, -0.03], [-0.28, -0.10, 0.23], [0.09, -0.28, 0.33], [-0.38, 0.23, 0.20], [0.20, 0.05, -0.28], [0.37, 0.34, -0.47], [-0.36, 0.57, -0.46], [0.25, -0.24, 0.09], [-0.22, 0.05, 0.23], [0.67, -0.45, -0.54], [-0.44, 0.14, -0.21], [0.69, -0.32, 1.00], [0.02, -0.10, 0.75], [-0.36, 0.74, -0.48], [0.46, -0.17, -0.04], [-0.85, 0.22, -0.06], [0.10, -0.07, 0.26], [-0.06, -0.06, 0.06], [-0.03, 0.14, -0.06], [-0.05, -0.14, 0.09], [-0.19, 0.12, -0.34], [0.09, -0.11, -0.17], [0.11, 0.05, 0.21], [0.15, -0.05, -0.03], [0.00, -0.01, 0.02], [-0.13, -0.07, 0.00], [0.19, -0.12, 0.31]],
  "mulliken_charge": [1.31, 0.19, -0.63, -1.39, -1.37, 0.27, 0.14, -1.17, -1.21, -2.68, 0.43, 1.38, 0.63, 0.07, 0.54, 0.30, 0.84, -0.43, 0.36, 0.34, 0.54, 0.32, 0.58, 0.74, 0.50, 0.27, 0.19, -0.14, -1.20, 0.65, -0.33, -0.71, -0.57, -0.65, -0.14, 1.08, -0.57, -0.69, -0.64, -0.72, -0.47, 0.31, -0.42, -0.69, -0.49, -0.58, -0.53, 1.03, -0.39, -0.79, -0.54, -0.37, -0.78, 0.59, 0.93, 0.07, 0.41, 0.39, 0.43, 0.48, 0.13, 0.44, 0.39, 0.43, 0.46, 0.29, 0.44, 0.37, 0.38, 0.32, 0.20, 0.45, 0.40, 0.41, 0.54, -1.32, -0.85, 1.89, -1.02, -1.28, -0.15, -0.67, 0.07, -0.62, -0.78, 1.57, -0.89, -0.73, 0.29, 0.43, 0.25, 0.49, 0.35, 0.53, 0.43, 0.27, 0.38, 0.33, 0.32],
  "charge": 0,
  "relative_energy_ev": 1.581,
  "e_lumo_ha": [-0.01067, -0.01068],
  "e_homo_ev": [-6.216, -6.216],
  "gap_ev": [5.9, 5.9]
}

***

Taking the records one at a time from the top gives E values of -3226.501810; -2852.872178 hartree.